86
Properties=species:S:1:pos:R:3 method="wB97M-V/def2-TZVPD" charge=0 orbital_gap_ha=0.096 lumo_ev=-3.24 homo_ev=-5.8
O 2.408 -4.757 2.549
C -2.889 -1.130 -6.582
N -0.228 2.447 -2.441
C 0.967 2.260 1.049
C 3.089 2.941 4.013
H 0.266 1.598 1.522
C 2.129 2.787 -3.184
H -3.914 0.689 -3.367
C 1.403 -4.257 1.748
C -4.223 -0.893 -6.326
C -3.631 0.174 -4.270
H 1.304 5.474 -3.063
H 4.189 -3.945 5.291
H 2.098 1.830 -3.704
O 5.127 3.984 5.531
C 0.645 4.783 -2.542
O -5.063 -3.505 3.934
O 5.961 5.063 3.824
H -1.700 -4.568 0.977
H 1.541 3.204 -0.715
H -1.369 -0.007 -2.597
H -6.624 -4.782 4.229
H 2.819 3.440 -3.714
H 1.405 -5.307 4.944
C 3.010 3.652 1.336
H 3.928 -5.544 4.575
C -5.711 -4.718 3.635
C 0.725 3.380 -3.142
H -0.375 5.153 -2.634
H -0.245 0.162 -3.930
C 0.783 4.222 -5.600
H -0.937 1.443 -0.745
H -5.063 -5.555 3.891
C 2.094 2.444 3.214
H 1.662 -3.703 5.664
H -4.973 -1.207 -7.034
H -5.633 -0.041 -4.972
H -5.975 -4.745 2.578
N 0.190 3.437 -4.531
H 4.783 -4.296 3.668
C -3.317 -4.169 2.314
C 4.052 3.791 3.485
H -1.461 -0.901 3.082
N 5.108 4.309 4.329
C 2.018 2.786 1.849
O 1.474 -0.819 2.764
H -3.821 -5.093 2.096
H 2.538 2.603 -2.196
H -0.208 -2.824 0.204
H -3.592 -1.420 4.224
C -4.593 -0.242 -5.168
H 0.903 4.807 -1.488
C 1.502 -4.243 4.732
C -0.178 2.096 -1.130
C 0.812 2.552 -0.286
C 1.761 -2.018 2.759
H -2.595 -1.632 -7.489
C -1.927 -0.708 -5.689
O 2.762 -2.557 3.539
H 2.995 3.933 0.299
H 3.151 2.682 5.058
H 1.808 3.900 -5.771
C -3.173 -2.101 3.503
C -1.238 0.461 -3.578
H 1.359 1.769 3.618
C 4.004 4.140 2.142
O -1.582 2.596 -5.764
C -1.993 -1.811 2.859
H 0.567 -3.898 4.295
C -1.254 1.984 -3.423
H -0.072 -1.301 1.069
C -0.948 2.688 -4.736
C -0.184 -2.382 1.206
O 0.820 -4.937 0.903
H -0.882 -0.875 -5.893
C -1.465 -2.686 1.924
C -3.866 -3.285 3.243
H 0.783 5.277 -5.334
C 2.656 -3.989 3.755
H -2.236 2.323 -3.067
C 3.972 -4.477 4.367
C -2.287 -0.048 -4.524
H 0.210 4.085 -6.516
H 4.770 4.796 1.759
C 1.010 -2.895 1.918
C -2.136 -3.873 1.675

8
Properties=species:S:1:pos:R:3 method="wB97M-V/def2-TZVPD" charge=0 smiles="CP(=S)(Br)Br" orbital_gap_ha=0.324 lumo_ev=-0.70 homo_ev=-9.5
Br -0.883 -0.299 -2.318
C -0.508 0.709 0.865
H -1.252 1.246 0.298
H 0.320 1.325 1.194
S 0.524 -2.600 -0.062
Br 2.309 0.265 -1.101
P 0.398 -0.732 -0.530
H -0.907 0.086 1.654

27
Properties=species:S:1:pos:R:3 method="wB97M-V/def2-TZVPD" charge=0 smiles=Cc1ccc(O)cc1.CCC orbital_gap_ha=0.343 lumo_ev=0.85 homo_ev=-8.5
H -2.309 -2.411 1.780
C 0.340 -0.149 -2.104
H 3.590 -0.116 -1.015
H -0.688 0.195 1.185
H -1.610 0.449 -2.774
H -2.707 -0.849 2.527
H 2.317 1.757 -0.214
H -0.326 -1.007 3.616
C 2.743 -0.589 -1.522
H -1.999 3.068 -0.431
C 1.406 1.418 -0.706
C -2.245 -1.333 1.658
C 0.095 -1.211 2.622
C -0.817 0.619 -2.052
C 1.493 0.237 -1.414
H 1.067 -0.706 2.657
H -2.859 -1.038 0.822
H 2.620 -1.597 -1.137
H 0.294 -2.287 2.639
H 3.028 -0.608 -2.574
C 0.261 2.207 -0.600
C -0.864 1.777 -1.287
C -0.813 -0.850 1.463
H 0.177 -1.118 -2.564
H 0.331 3.079 0.039
O -2.044 2.472 -1.191
H -0.481 -1.408 0.578

9
Properties=species:S:1:pos:R:3 method="wB97M-V/def2-TZVPD" charge=-1 orbital_gap_ha="0.280 / 0.280" lumo_ev="3.38 / 3.38" homo_ev="-4.2 / -4.2"
O 2.051 -0.600 0.053
C -0.445 -0.761 0.045
C -1.620 0.347 0.019
N 2.472 0.696 0.284
O -0.674 -1.945 -0.093
C 0.828 -0.141 -0.144
O 1.207 1.134 0.010
O -2.179 0.684 1.004
O -1.639 0.587 -1.178

18
Properties=species:S:1:pos:R:3 method="wB97M-V/def2-TZVPD" charge=0 smiles="C[C@@H]1[C@@H]2C=NN(C)[C@H]12" orbital_gap_ha=0.346 lumo_ev=1.02 homo_ev=-8.4
N -0.981 -0.365 0.036
H -2.805 0.311 0.772
H 1.798 -1.881 0.585
C 1.049 -1.128 0.402
H -1.908 -0.807 1.877
H 1.185 2.317 -0.247
N -0.150 -1.502 0.079
H 0.111 0.076 -1.985
H -0.803 1.525 1.069
H -2.655 -1.480 0.404
C 0.887 1.280 -0.420
C -0.236 0.804 0.472
H 1.729 0.778 -2.350
C 0.776 0.944 -1.900
H 0.376 1.793 -2.465
C -2.161 -0.612 0.823
C 1.210 0.347 0.624
H 1.725 0.634 1.518

15
Properties=species:S:1:pos:R:3 method="wB97M-V/def2-TZVPD" charge=0 smiles="C=C.NCN" orbital_gap_ha=0.371 lumo_ev=1.04 homo_ev=-9.0
N 2.054 -1.092 0.548
H -1.440 -1.122 -1.462
H 0.411 -0.536 -0.538
H 2.322 -1.779 -0.169
H -0.907 1.251 -0.976
C -2.245 -0.510 -1.116
H 1.774 0.790 -0.349
H -2.848 1.463 -1.095
H 1.199 0.968 2.016
H 2.977 -0.687 0.784
N 0.556 0.944 1.221
C 1.141 -0.085 0.219
H -3.046 -0.905 -0.577
H -0.207 0.400 1.609
C -1.980 0.795 -1.041

64
Properties=species:S:1:pos:R:3 method="wB97M-V/def2-TZVPD" charge=0 smiles="CCOCCON(B(O)CC)S(=O)(=O)F.COP(=O)(OC)OC.COP(=O)(OC)OC" orbital_gap_ha=0.375 lumo_ev=0.11 homo_ev=-10.1
H 1.315 -1.423 -3.681
C -0.776 -5.337 -2.559
H 1.627 6.684 -1.467
O -0.879 -4.947 4.518
H 1.808 -2.910 -2.840
H 2.150 5.787 2.979
H -0.011 5.490 4.245
H 2.358 2.571 -1.758
H 1.520 5.601 -0.066
H -2.206 6.517 1.625
C 1.034 5.905 -0.989
H 0.181 -5.198 -2.058
H 1.720 4.415 1.972
H -2.634 3.988 0.732
O 0.381 1.228 1.074
O 1.456 2.267 -1.593
C -1.781 4.664 0.640
H -1.335 -4.234 -6.389
H -1.908 5.235 -0.283
O -2.038 1.431 0.768
N -0.601 3.011 -0.521
O 0.557 -5.077 -6.117
C 0.147 -4.846 5.516
H -0.813 -0.512 3.883
H 0.163 -5.795 6.043
H 1.671 4.679 -2.654
C -0.690 -1.366 3.224
C 0.814 4.731 -1.975
O 0.770 -3.141 -4.630
H 0.666 -4.683 0.519
H -2.267 5.121 2.708
H 0.013 -3.392 -7.199
H -1.506 -4.631 -2.165
F -0.652 0.647 -1.034
H -1.524 -1.404 2.523
H 1.119 -4.667 5.058
P 0.751 -4.734 -4.599
O 0.402 -4.268 2.518
O -0.661 -2.548 4.036
H 2.072 4.144 3.687
S -0.726 1.527 0.242
H -0.559 -4.962 -7.812
O 1.901 -5.354 -3.950
C 0.530 -3.817 1.165
H -0.046 4.963 -2.610
B 0.613 3.308 -1.350
H -0.352 -3.266 0.841
O -2.149 -3.995 2.504
O -0.658 -5.125 -3.973
H -0.353 4.066 3.216
H 1.408 -3.176 1.095
O -0.574 3.901 0.595
H 0.098 -2.381 -2.815
C 0.150 5.036 3.262
H -1.124 -6.352 -2.382
C -0.394 -4.363 -6.921
H 0.249 -1.263 2.680
H -0.090 -4.041 6.209
C 1.012 -2.431 -3.411
P -0.939 -3.940 3.318
C 1.622 4.833 2.974
C -1.717 5.575 1.879
H 0.087 6.361 -0.705
O -0.400 5.889 2.259

72
Properties=species:S:1:pos:R:3 method="wB97M-V/def2-TZVPD" s2=0.76 charge=+1 orbital_gap_ha="0.279 / 0.180" lumo_ev="-3.99 / -6.66" spin_multiplicity=2 homo_ev="-11.6 / -11.6"
O -0.304 1.065 -1.292
F 2.474 -5.262 1.459
C 1.939 1.489 2.545
Sb 1.634 -3.727 0.853
C -3.520 -0.233 -0.943
C -3.979 2.058 0.840
F -0.158 -4.307 0.741
H -3.180 0.598 -2.894
O 1.176 3.006 5.431
H 5.192 -0.437 -3.838
H -3.962 3.535 3.884
C 1.997 -0.981 -2.889
C -0.654 -2.974 -4.682
H -2.046 -2.346 -1.680
F 3.147 -2.612 0.711
H 1.269 -2.228 -5.259
C 4.237 0.382 -2.097
F 1.798 -4.058 -1.001
C 3.149 -1.063 -3.655
H 6.623 1.156 2.875
H -1.758 -1.164 0.811
C -5.311 -1.841 -0.793
C 5.688 1.629 3.144
C -2.491 2.143 3.184
C 3.335 2.830 3.871
H 4.496 0.304 1.926
H -4.978 -0.695 -3.959
H -2.508 -3.589 -3.770
H -1.184 0.746 2.251
H -5.915 -2.513 -0.198
C -3.765 -0.094 -2.303
H -5.275 3.465 1.791
H 5.089 0.958 -1.765
C 4.497 3.304 4.429
H 3.173 -1.667 -4.549
F 0.695 -1.992 0.078
H -1.897 2.183 4.086
C -4.382 2.863 1.890
C -4.301 -1.110 -0.190
C 3.069 0.388 -1.364
C -2.086 1.333 2.134
H -6.362 -2.248 -2.618
Al 0.285 -0.472 -0.699
C 3.323 1.783 2.965
C -5.558 -1.693 -2.151
H 2.990 0.967 -0.452
C -4.785 -0.822 -2.902
C -1.335 -2.337 -2.495
C 0.528 -2.277 -4.476
N 0.995 2.187 3.037
H -4.546 2.037 -0.082
H 4.495 4.111 5.149
O -1.388 -0.556 0.155
O 1.380 4.625 3.576
S 1.594 0.115 1.545
C -1.591 -3.029 -3.664
O -2.095 2.345 -1.719
C 5.688 2.691 4.041
C -1.567 1.419 -1.176
C 4.284 -0.379 -3.254
S 1.625 3.331 4.119
F 1.197 -2.921 2.488
C 4.503 1.155 2.597
H 6.625 3.042 4.451
C -2.378 0.470 -0.232
C -2.827 1.284 0.960
N 1.982 -0.294 -1.732
C 0.733 -1.651 -3.258
H -4.135 -1.212 0.878
H -0.827 -3.480 -5.622
N -0.215 -1.641 -2.308
C -3.642 2.904 3.065

Results for largest force on an atom: 3.06; 3.11; 1.25; 3.82; 2.92; 6.21; 0.91; 1.25 (in eV/Å, following the order of the records).
Results for relative energy (zero: lowest compared OMol25 entry of this formula, charge and spin): 1.8538; 0.7051; 0.9857; 6.2698; 2.3375; 3.0633; 0.0000; 0.4736 (in eV, following the order of the records).
Results for DFT total energy: -58810.4381; -161295.7006; -12676.7392; -14835.0378; -9362.0995; -6250.3650; -73897.6825; -98340.1743 (in eV, following the order of the records).